ORCA calculation (wB97M-V/def2-TZVPD) on 2 unconnected molecules or ions with the total composition C2H6N2O4 in a non-equilibrium geometry.

Structure (XYZ):
```
14
Properties=species:S:1:pos:R:3:nbo_charge:R:1
N 0.3949 0.9147 -1.6155 -0.8075
C 0.4052 0.9012 -0.2595 0.8384
N 1.5289 1.3562 0.3437 -0.8394
O -0.6972 0.8283 0.3868 -0.6968
H 1.2174 1.1783 -2.1356 0.3969
H -0.4565 0.5427 -2.0166 0.4221
H 2.2352 1.7623 -0.2513 0.3710
H 1.9527 0.6346 0.9135 0.4081
O 0.4089 -1.4394 0.2128 -0.7311
C -0.8008 -1.2377 0.4935 1.0200
O -1.7966 -1.6513 -0.3294 -0.6761
O -1.2690 -1.2833 1.7636 -0.7006
H -2.6094 -1.5074 0.1856 0.4937
H -0.5136 -0.9991 2.3084 0.5013
```

Computed properties:
HOMO level = -9.96 eV
Maximum force = 4.60 eV/Å
ΔE to the lowest compared entry with this formula, charge and spin = 106.9 kJ/mol
Lowest unoccupied orbital energy = 0.66 eV
Calculated total energy = -13341.704 eV
Gap between HOMO and LUMO = 10.62 eV
Net charge = 0
SMILES string = NC(N)=O.O=C(O)O

***

ORCA calculation (wB97M-V/def2-TZVPD) on 2 unconnected molecules or ions with the total composition C4H12O2 in a non-equilibrium geometry.

Structure (XYZ):
```
18
Properties=species:S:1:pos:R:3:nbo_charge:R:1
C -1.6807 0.9326 1.2836 -0.6626
C -2.1059 1.4722 -0.0855 -0.0661
O -2.6028 2.8099 -0.0154 -0.7079
H -1.6880 1.7976 1.9660 0.2146
H -2.4720 0.2078 1.4843 0.2154
H -0.6959 0.4773 1.4708 0.2254
H -2.8775 0.8129 -0.4839 0.1539
H -1.3994 1.4607 -0.9284 0.1683
H -3.1276 2.8495 0.7855 0.4582
C 2.9037 -2.0649 -0.5860 -0.6294
C 1.8504 -0.9774 -0.4352 -0.0527
O 0.7554 -1.1952 -1.3229 -0.7400
H 3.2585 -2.2392 -1.6075 0.2168
H 3.6778 -1.8657 0.1546 0.2138
H 2.3957 -2.9924 -0.3226 0.2108
H 2.2304 0.0319 -0.5345 0.1610
H 1.4015 -1.0966 0.5810 0.1493
H 0.1767 -0.4210 -1.4039 0.4713
```

Computed properties:
HOMO level = -10.22 eV
Maximum force = 1.43 eV/Å
ΔE to the lowest compared entry with this formula, charge and spin = 107.9 kJ/mol
Lowest unoccupied orbital energy = 0.84 eV
Calculated total energy = -8436.396 eV
Gap between HOMO and LUMO = 11.06 eV
Net charge = 0
SMILES string = CCO.CCO

***

ORCA calculation (wB97M-V/def2-TZVPD) on C15H25NO2 in the gas phase.

Structure (XYZ):
```
43
Properties=species:S:1:pos:R:3:nbo_charge:R:1
C -4.0852 -0.8701 -1.0449 -0.6358
C -3.1863 0.1627 -0.4273 -0.0815
C -3.4309 1.5070 -0.6771 -0.2061
C -2.6855 2.4950 -0.0645 -0.2150
C -1.7083 2.1436 0.8475 -0.2174
C -1.4282 0.8114 1.1150 -0.0613
C -0.3876 0.4481 2.1289 -0.6571
C -2.1401 -0.1831 0.4340 0.3428
O -1.8372 -1.5071 0.7114 -0.5455
C -1.3011 -2.2650 -0.3581 -0.0482
C 0.1270 -1.8720 -0.7475 -0.4362
C 1.1632 -2.3213 0.2782 -0.3999
C 2.6019 -2.0605 -0.1689 -0.3941
C 2.9112 -0.5902 -0.4398 -0.2280
N 2.6229 0.2324 0.7237 -0.6329
C 2.9072 1.6420 0.5337 -0.2402
C 1.9046 2.3103 -0.4173 -0.0791
O 2.1562 2.0721 -1.7819 -0.7182
H -4.0961 -1.7772 -0.4448 0.2249
H -3.7654 -1.1197 -2.0579 0.2161
H -5.1003 -0.4818 -1.1065 0.2194
H -4.2311 1.7750 -1.3525 0.2055
H -2.8854 3.5352 -0.2746 0.2102
H -1.1517 2.9113 1.3664 0.2053
H -0.3254 1.2172 2.8959 0.2069
H -0.6387 -0.5018 2.5934 0.2260
H 0.5914 0.3579 1.6545 0.2522
H -1.3262 -3.2992 -0.0016 0.1852
H -1.9371 -2.1865 -1.2466 0.1697
H 0.1632 -0.7886 -0.8678 0.2142
H 0.3504 -2.3302 -1.7141 0.2034
H 0.9793 -1.8114 1.2214 0.2149
H 1.0481 -3.3951 0.4496 0.1964
H 3.2791 -2.4300 0.6067 0.1937
H 2.8069 -2.6227 -1.0829 0.2028
H 2.2995 -0.2246 -1.2650 0.2137
H 3.9710 -0.5021 -0.7466 0.1602
H 3.1554 -0.1178 1.5163 0.3558
H 3.9307 1.8172 0.1466 0.1549
H 2.8256 2.1300 1.5080 0.2040
H 1.9037 3.3925 -0.2208 0.1594
H 0.9027 1.9213 -0.2297 0.1974
H 3.0465 2.3760 -1.9927 0.4617
```

Computed properties:
HOMO level = -8.42 eV
Maximum force = 0.63 eV/Å
ΔE to the lowest compared entry with this formula, charge and spin = 130.2 kJ/mol
Lowest unoccupied orbital energy = 0.87 eV
Calculated total energy = -21545.426 eV
Gap between HOMO and LUMO = 9.29 eV
Net charge = 0
SMILES string = Cc1cccc(C)c1OCCCCCNCCO

***

ORCA calculation (wB97M-V/def2-TZVPD) on 2 unconnected molecules or ions with the total composition C4H16N4 in a non-equilibrium geometry.

Structure (XYZ):
```
24
Properties=species:S:1:pos:R:3:nbo_charge:R:1
C -1.3391 -2.1411 -1.5464 -0.6431
C -0.7564 -1.4999 -0.3162 -0.1726
N 0.2383 -0.1430 -0.8817 -0.6757
C 1.4182 0.0253 -0.0746 -0.2340
C 1.1296 0.8889 1.1631 0.1051
N 2.3401 0.9530 1.9812 -0.8487
N 0.6607 2.2143 0.8296 -0.8497
H -0.5684 -2.3021 -2.2971 0.1972
H -2.0896 -1.4814 -1.9795 0.2310
H -1.7991 -3.0986 -1.2927 0.2177
H 0.0644 -2.0645 0.1406 0.1637
H -1.4556 -1.4333 0.5133 0.2184
H 0.5069 -0.3364 -1.8417 0.3620
H 2.2177 0.5205 -0.6412 0.2014
H 1.8177 -0.9539 0.2759 0.1555
H 0.2999 0.4096 1.7145 0.1391
H 2.1430 1.4143 2.8637 0.3577
H 2.6868 0.0240 2.1920 0.3587
H 1.1793 2.9503 1.3010 0.3624
H 0.7862 2.4630 -0.1457 0.3627
N -2.4120 0.6381 -0.4916 -1.1221
H -1.4023 0.8566 -0.4983 0.4052
H -2.8348 1.0629 -1.3113 0.3523
H -2.8314 1.0336 0.3431 0.3557
```

Computed properties:
HOMO level = -8.70 eV
Maximum force = 3.79 eV/Å
ΔE to the lowest compared entry with this formula, charge and spin = 144.5 kJ/mol
Lowest unoccupied orbital energy = 1.09 eV
Calculated total energy = -10366.472 eV
Gap between HOMO and LUMO = 9.79 eV
Net charge = 0
SMILES string = CCNCC(N)N.N

***

ORCA calculation (wB97M-V/def2-TZVPD) on a molecular structure, C22H25BF4N7O6S2Zr in a non-equilibrium geometry.

Structure (XYZ):
```
68
Properties=species:S:1:pos:R:3:nbo_charge:R:1
Zr -0.7451 0.5944 -0.6546 2.2726
O -1.7824 -0.0936 3.4566 -0.5683
C -1.8236 0.0477 2.2539 0.6679
N -1.1102 0.9370 1.4779 -0.8740
C -0.5846 2.0935 2.0584 0.6687
O -0.9607 2.6353 3.0630 -0.5147
C 0.5997 2.6222 1.2877 0.1196
C 1.2131 3.7911 1.6666 -0.1993
C 2.3924 4.1423 1.0263 -0.1223
C 2.9207 3.2893 0.0699 -0.2302
C 2.2219 2.1498 -0.2730 0.0755
N 1.0589 1.8255 0.3078 -0.5389
C -2.6188 -0.9183 1.4299 0.1232
C -3.8465 -1.3557 1.8708 -0.1705
C -4.5148 -2.2868 1.0983 -0.1342
C -3.8979 -2.7631 -0.0490 -0.2465
C -2.6633 -2.2700 -0.4116 0.0786
N -2.0161 -1.3342 0.3091 -0.5235
H 0.7675 4.3816 2.4550 0.2623
H 2.9026 5.0624 1.2813 0.2364
H 3.8488 3.5148 -0.4363 0.2398
H 2.5789 1.4732 -1.0367 0.2418
H -4.2529 -0.9574 2.7901 0.2449
H -5.4953 -2.6424 1.3881 0.2341
H -4.3729 -3.5041 -0.6769 0.2384
H -2.1598 -2.6354 -1.2909 0.2444
O 0.0143 -2.7533 -1.8094 -0.9512
S 0.1465 -1.3998 -2.2606 2.5809
O 0.7873 -1.2332 -3.5349 -0.9526
O -1.2027 -0.6261 -2.2528 -1.0400
O 0.8503 -0.5725 -1.1380 -1.0490
S 0.5774 2.1908 -2.6677 -0.2299
C -0.1350 2.1270 -4.2381 0.3351
N -0.4217 0.9487 -4.8283 -0.5057
C -1.0694 0.8477 -6.0006 0.1181
C -1.4190 1.9813 -6.6605 -0.3184
C -1.0096 3.1808 -6.0702 0.1441
N -0.3935 3.2637 -4.9015 -0.4331
H -0.0884 0.1025 -4.3559 0.4744
H -1.2649 -0.1536 -6.3584 0.2358
H -1.9501 1.9500 -7.5992 0.2494
H -1.1917 4.1242 -6.5740 0.2152
F -2.4794 1.8448 -2.6305 -0.5064
B -2.8506 2.2047 -1.3492 1.3613
F -1.5908 2.6612 -0.6809 -0.5369
F -3.8622 3.0676 -1.2107 -0.4922
F -3.0306 0.9426 -0.6280 -0.5314
C 2.1812 -1.7769 4.0848 -0.2433
C 1.4679 -0.6790 3.2577 -0.2674
N 1.3804 -1.0729 1.8502 -0.3950
C 2.7233 -1.1783 1.2788 -0.2580
C 3.5867 -2.1798 2.0827 -0.2452
N 2.6881 -2.8158 3.1123 -0.3327
C 1.5261 -3.4835 2.4253 -0.2445
C 0.7013 -2.3700 1.7402 -0.2693
H 1.5129 -2.2892 4.7737 0.2301
H 3.0422 -1.4080 4.6377 0.2281
H 2.0261 0.2556 3.3167 0.2192
H 0.4687 -0.4992 3.6492 0.2653
H 3.1892 -0.1937 1.3028 0.2224
H 2.6337 -1.4859 0.2400 0.2505
H 4.4032 -1.7062 2.6237 0.2248
H 3.9898 -2.9814 1.4678 0.2311
H 3.2176 -3.5145 3.6274 0.4402
H 0.9666 -4.0197 3.1883 0.2293
H 1.9397 -4.2017 1.7200 0.2290
H -0.2723 -2.2893 2.2199 0.2298
H 0.5520 -2.6088 0.6888 0.2622
```

Computed properties:
HOMO level = -10.70 eV
Maximum force = 1.44 eV/Å
ΔE to the lowest compared entry with this formula, charge and spin = 0.0 kJ/mol
Lowest unoccupied orbital energy = -2.84 eV
Calculated total energy = -80439.473 eV
Gap between HOMO and LUMO = 7.86 eV
Net charge = +1

***

ORCA calculation (wB97M-V/def2-TZVPD) on a molecular structure, CH3ClIN in a non-equilibrium geometry.

Structure (XYZ):
```
7
Properties=species:S:1:pos:R:3:nbo_charge:R:1
C -0.5493 -0.5639 0.5570 -0.3456
N 1.3354 0.3566 -0.4431 -0.8020
Cl -0.5498 -2.0531 -0.2064 0.1106
I -2.1632 0.7010 -0.0893 0.1628
H -0.2200 -0.2959 1.5926 0.2427
H 1.2556 1.2997 -0.0774 0.3151
H 0.8912 0.5557 -1.3335 0.3163
```

Computed properties:
HOMO level (alpha / beta) = -8.96 / -8.85 eV
Maximum force = 4.32 eV/Å
ΔE to the lowest compared entry with this formula, charge and spin = 289.2 kJ/mol
Lowest unoccupied orbital energy (alpha / beta) = -0.67 / -0.66 eV
Calculated total energy = -23195.238 eV
Gap between HOMO and LUMO (alpha / beta) = 8.28 / 8.19 eV
Net charge = 0